[1]
20
Properties=species:S:1:pos:R:3:forces:R:3:lowdin_charge:R:1 method="wB97M-V/def2-TZVPD" e_above_lowest_kcal_mol=17.56 homo_energy_ev=-13.359 orbital_gap_ev=9.781 smiles="C=C(C)C[C@@H]([NH3+])C=O" charge=+1 total_energy_ha=-365.521382
C 0.107 1.601 1.622 -0.1 -0.1 0.0 0.07
C -0.446 1.295 0.455 -0.4 -0.5 0.1 -0.36
C -1.891 1.619 0.158 0.2 0.3 -0.3 -0.05
C 0.251 0.481 -0.638 0.5 0.4 0.7 -0.10
C 0.427 -0.966 -0.136 -0.7 -0.1 0.3 -0.22
N 0.152 -1.978 -1.229 0.6 -0.1 0.6 0.24
C 1.806 -1.320 0.392 -0.5 0.7 -0.5 -0.16
O 2.462 -2.105 -0.221 0.9 -0.6 -0.1 0.11
H -0.487 2.126 2.358 0.0 0.0 0.1 0.08
H 1.104 1.342 1.958 0.2 0.1 -0.4 0.07
H -1.861 2.571 -0.383 -0.5 0.0 0.1 0.10
H -2.561 1.648 1.014 0.4 0.4 0.2 0.09
H -2.357 0.888 -0.493 0.1 -0.2 -0.4 0.07
H -0.316 0.495 -1.567 -0.3 0.0 0.1 0.12
H 1.215 0.922 -0.902 0.1 -0.1 0.1 0.14
H -0.211 -1.134 0.737 -0.5 -0.1 -0.5 0.17
H 1.109 -2.335 -1.405 0.2 -0.4 -0.1 0.14
H -0.185 -1.569 -2.090 -0.4 0.2 -0.1 0.16
H -0.426 -2.770 -0.937 0.0 0.2 -0.1 0.19
H 2.109 -0.811 1.310 0.3 0.0 0.1 0.15

[2]
19
Properties=species:S:1:pos:R:3:forces:R:3:lowdin_charge:R:1 method="wB97M-V/def2-TZVPD" e_above_lowest_kcal_mol=65.03 homo_energy_ev=-14.673 orbital_gap_ev=10.480 charge=+1 total_energy_ha=-381.560332
H 3.699 -0.831 0.660 0.6 -0.1 0.7 0.08
N 2.991 -0.865 -0.044 -0.2 0.7 -0.9 0.19
C 2.321 0.196 -0.136 -1.4 0.0 0.3 -0.43
O 2.205 1.263 0.672 -1.9 0.4 -2.2 0.13
C 1.100 0.251 -1.074 3.0 -0.3 -0.6 -0.08
N -0.046 -0.043 -0.374 -2.8 -1.5 2.5 -0.12
C -0.072 -1.392 0.289 -3.3 1.1 -0.5 0.07
C -1.019 0.748 -0.182 -0.8 1.3 -1.1 -0.05
C -2.448 0.458 0.195 3.1 -0.1 2.9 0.01
H 2.839 1.356 1.318 2.5 0.1 2.4 0.09
H 0.963 1.071 -1.747 0.3 0.7 0.0 0.15
H 1.221 -0.640 -1.615 0.5 -1.0 -1.6 0.13
H -0.766 -2.090 -0.241 0.6 0.6 0.3 0.13
H 0.895 -1.749 0.265 1.9 -0.9 0.3 0.05
H -0.478 -1.128 1.271 0.4 -0.9 0.0 0.12
H -0.843 1.799 -0.483 0.0 -0.6 0.1 0.17
H -2.460 0.949 1.272 -0.7 -1.5 -1.7 0.17
H -2.743 -0.596 0.026 -0.1 0.9 0.6 0.11
H -2.881 1.173 -0.413 -1.9 1.1 -1.2 0.06

[3]
33
Properties=species:S:1:pos:R:3:forces:R:3:lowdin_charge:R:1 method="wB97M-V/def2-TZVPD" e_above_lowest_kcal_mol=27.71 homo_energy_ev=-8.121 orbital_gap_ev=8.822 smiles="CCCNC(=S)NCCCn1ccnc1" charge=0 total_energy_ha=-1009.036166
C 3.253 -1.689 0.604 0.2 0.4 1.8 -0.13
C 3.700 -0.448 -0.166 -1.5 0.6 -0.7 -0.25
C 2.786 0.794 0.010 1.1 0.6 -0.7 -0.26
N 1.454 0.601 -0.516 0.4 0.9 0.1 0.00
C 0.541 1.583 -0.439 -2.7 -1.1 -0.7 -0.85
S 0.793 3.056 0.220 0.2 1.0 0.3 0.67
N -0.744 1.202 -0.931 3.4 1.6 0.7 -0.03
C -1.948 1.926 -0.670 -1.3 -1.8 -1.8 -0.26
C -2.487 1.607 0.721 0.6 0.4 0.6 -0.15
C -3.196 0.189 0.771 2.3 0.4 1.0 -0.09
N -2.189 -0.852 0.344 -0.2 -0.8 0.3 -0.09
C -2.189 -1.544 -0.859 1.3 -0.9 0.7 -0.10
C -1.057 -2.381 -0.884 -0.9 1.9 1.1 -0.12
N -0.333 -2.128 0.290 -1.2 0.1 -0.1 0.03
C -1.057 -1.260 1.006 0.1 -0.5 -2.0 -0.16
H 2.381 -2.171 0.152 0.2 0.0 0.1 0.04
H 4.129 -2.391 0.618 -1.0 0.4 0.2 0.08
H 2.938 -1.393 1.694 0.7 -0.7 -1.8 0.11
H 3.587 -0.715 -1.251 1.1 0.4 0.7 0.12
H 4.688 -0.125 0.187 0.0 -0.3 -0.7 0.11
H 2.757 1.101 1.041 -0.2 -0.1 0.8 0.09
H 3.203 1.723 -0.482 -0.2 -1.2 0.2 0.11
H 1.104 -0.318 -0.606 -0.2 -1.1 -0.1 0.09
H -0.787 0.280 -1.260 -0.3 -1.3 -0.5 0.07
H -1.827 2.946 -1.006 0.0 0.4 0.7 0.10
H -2.661 1.479 -1.427 0.4 0.6 0.6 0.13
H -1.501 1.710 1.340 -2.2 -0.4 -0.3 0.12
H -3.230 2.386 0.981 0.5 -0.4 0.3 0.11
H -3.686 -0.053 1.744 1.1 0.1 -0.4 0.13
H -4.019 0.113 0.115 -0.7 0.2 -1.3 0.09
H -2.942 -1.350 -1.575 -0.6 -0.1 -0.5 0.10
H -0.731 -3.075 -1.672 -0.2 0.5 0.6 0.10
H -0.726 -0.805 1.906 0.1 0.1 0.7 0.12

[4]
68
Properties=species:S:1:pos:R:3:forces:R:3:lowdin_charge:R:1 method="wB97M-V/def2-TZVPD" homo_energy_ev=-9.118 orbital_gap_ev=9.861 smiles="CC(=O)OC[C@H]1O[C@H](C/C=N/O[C@@H](C)c2cn([C@H](CO)Cc3ccccc3)nn2)C=C[C@@H]1OC(C)=O" charge=0 total_energy_ha=-1717.487283
C 0.427 1.338 3.305 0.0 0.0 -0.1 0.05
C 1.109 0.322 2.439 -0.3 0.0 0.2 -0.50
O 0.539 -0.510 1.770 0.2 -0.1 0.0 0.08
O 2.429 0.445 2.500 0.1 0.4 0.2 0.04
C 3.217 -0.417 1.692 0.2 -0.3 -0.7 -0.07
C 3.383 0.138 0.275 -0.2 -0.5 0.2 -0.23
O 4.058 1.369 0.404 0.1 -0.1 0.1 -0.05
C 4.247 2.076 -0.805 0.0 0.3 -0.2 -0.31
C 2.970 2.820 -1.284 0.1 -0.2 0.1 -0.10
C 2.062 3.168 -0.152 0.2 0.3 0.6 -0.12
N 0.840 2.920 -0.316 -0.7 -0.3 -0.6 0.07
O -0.040 3.221 0.709 0.9 0.5 0.4 -0.12
C -1.374 2.855 0.323 -0.2 -0.1 -0.5 -0.32
C -1.869 3.719 -0.833 0.2 0.0 0.3 -0.04
C -1.444 1.406 -0.038 -0.4 -0.3 0.8 -0.25
C -1.966 0.339 0.664 0.2 0.4 -0.5 0.00
N -1.717 -0.731 -0.118 0.0 0.9 0.8 -0.11
C -2.129 -2.099 0.071 0.0 -0.8 -0.4 -0.24
C -0.955 -3.034 -0.257 -0.3 0.0 -0.1 -0.22
O -0.010 -3.105 0.776 0.1 0.2 0.4 -0.07
C -3.347 -2.377 -0.833 0.1 0.1 0.2 -0.09
C -4.422 -1.362 -0.564 -0.1 -0.1 -0.2 -0.24
C -5.314 -1.539 0.486 0.1 0.0 -0.1 -0.05
C -6.258 -0.572 0.780 -0.1 0.0 0.1 -0.09
C -6.317 0.590 0.029 -0.1 0.1 0.0 -0.09
C -5.432 0.776 -1.020 0.0 0.1 0.0 -0.08
C -4.492 -0.195 -1.315 -0.1 -0.1 0.0 -0.05
N -1.095 -0.344 -1.224 0.2 -1.0 -0.7 0.07
N -0.925 0.921 -1.186 0.0 0.6 -0.4 0.08
C 4.721 1.190 -1.918 0.0 0.0 0.2 -0.03
C 4.679 -0.130 -1.834 -0.1 -0.1 0.1 0.01
C 4.211 -0.828 -0.594 0.4 0.4 0.6 -0.23
O 3.426 -1.962 -0.954 -0.3 0.3 -0.3 0.04
C 3.621 -3.102 -0.270 0.1 -0.4 0.1 -0.52
C 2.662 -4.162 -0.718 0.1 0.0 0.1 0.04
O 4.449 -3.223 0.595 0.0 0.0 0.1 0.10
H 0.224 2.215 2.690 0.0 0.0 0.0 0.07
H -0.516 0.945 3.675 0.0 -0.1 0.0 0.09
H 1.077 1.627 4.124 0.0 0.0 0.1 0.09
H 2.761 -1.410 1.658 0.2 0.1 0.0 0.13
H 4.193 -0.462 2.179 -0.1 0.0 -0.1 0.15
H 2.396 0.277 -0.192 0.1 0.0 0.0 0.17
H 5.018 2.813 -0.548 -0.1 -0.1 -0.1 0.16
H 3.277 3.733 -1.800 0.0 0.0 -0.1 0.12
H 2.404 2.204 -1.985 0.0 0.1 0.0 0.12
H 2.493 3.599 0.752 -0.2 0.0 0.1 0.14
H -1.957 3.040 1.232 0.1 0.0 -0.1 0.15
H -2.909 3.486 -1.044 -0.1 0.0 -0.1 0.08
H -1.778 4.772 -0.578 0.0 0.1 0.0 0.08
H -1.265 3.502 -1.710 0.0 0.0 -0.1 0.07
H -2.470 0.269 1.604 -0.1 -0.1 0.2 0.14
H -2.408 -2.219 1.123 0.1 0.1 -0.1 0.16
H -0.494 -2.686 -1.192 -0.1 -0.1 0.1 0.12
H -1.326 -4.053 -0.396 -0.1 0.1 -0.1 0.13
H 0.239 -2.202 1.036 0.1 -0.1 0.0 0.05
H -3.710 -3.385 -0.631 0.0 0.0 0.0 0.12
H -3.021 -2.316 -1.872 0.0 -0.1 0.0 0.13
H -5.268 -2.444 1.076 0.0 -0.1 0.1 0.11
H -6.948 -0.724 1.597 -0.1 0.0 0.1 0.10
H -7.051 1.348 0.260 -0.1 0.1 0.0 0.10
H -5.474 1.679 -1.610 0.0 0.1 -0.1 0.10
H -3.802 -0.044 -2.133 0.1 0.0 -0.1 0.11
H 5.056 1.691 -2.813 0.1 0.0 -0.2 0.12
H 4.985 -0.770 -2.647 0.1 0.0 -0.2 0.12
H 5.078 -1.182 -0.013 -0.2 0.1 -0.1 0.16
H 2.416 -4.031 -1.766 0.0 0.0 -0.1 0.09
H 1.750 -4.053 -0.127 0.0 0.0 0.0 0.07
H 3.084 -5.145 -0.532 0.1 0.0 0.0 0.09

[5]
12
Properties=species:S:1:pos:R:3:forces:R:3:lowdin_charge:R:1 method="wB97M-V/def2-TZVPD" e_above_lowest_kcal_mol=0.00 homo_energy_ev=-14.719 orbital_gap_ev=8.755 smiles="O=[N+]1CCPN1" charge=+1 total_energy_ha=-605.513382
O -2.713 -0.503 0.062 1.0 -0.2 -0.3 0.17
N -1.515 -0.488 0.019 0.1 -2.7 -0.1 -0.29
C -0.754 0.733 0.280 -0.1 3.1 -2.6 -0.13
C 0.766 0.440 0.177 -1.8 -2.6 5.7 -0.28
P 0.973 -1.519 0.213 -0.5 1.4 1.0 1.01
N -0.754 -1.616 -0.179 -3.7 0.1 -0.4 -0.14
H -1.189 1.169 1.247 0.9 -0.7 -1.4 0.17
H -1.071 1.503 -0.633 0.5 -2.0 2.4 0.21
H 1.398 0.909 -0.488 0.8 1.2 -1.5 0.05
H 1.036 0.633 1.284 0.6 0.2 -2.0 0.10
H 1.374 -1.649 -1.067 0.5 -0.2 -1.6 -0.09
H -1.390 -2.492 -0.422 1.7 2.3 0.9 0.21

[6]
16
Properties=species:S:1:pos:R:3:forces:R:3:lowdin_charge:R:1 method="wB97M-V/def2-TZVPD" e_above_lowest_kcal_mol=43.21 homo_energy_ev=-8.508 orbital_gap_ev=9.339 smiles="[H]/N=C/N.NCN" charge=0 total_energy_ha=-301.159286
H 1.830 -0.004 2.266 0.5 1.6 0.5 -0.01
N 1.431 -0.893 2.142 0.1 -0.6 -2.7 0.05
C 1.556 -1.201 0.873 0.4 0.2 2.3 -0.40
N 1.162 -2.425 0.543 -0.6 -2.3 0.3 0.05
H 2.025 -0.711 0.004 -0.2 0.7 0.7 0.12
H 1.140 -3.087 1.330 -0.3 0.5 -0.6 0.11
H 1.403 -2.828 -0.330 0.2 -0.1 -0.6 0.08
N -1.857 0.503 -0.149 1.9 -0.8 0.9 -0.04
C -1.489 1.215 -1.376 3.9 -0.9 2.9 -0.30
N -0.379 2.282 -1.112 0.4 -1.8 0.2 -0.04
H -2.710 0.391 0.422 0.9 0.7 -1.1 0.07
H -0.944 0.166 0.310 -2.6 0.5 -0.6 0.07
H -2.211 1.656 -1.944 -2.3 1.0 -1.0 0.06
H -0.939 0.455 -1.983 -0.5 0.8 0.0 0.10
H 0.414 1.705 -0.774 -0.2 0.1 -1.0 0.03
H -0.432 2.776 -0.224 -1.5 0.4 -0.1 0.04